Computed, not measured: one molecule with the formula C5H10O, with ωB97M-V with the def2-TZVPD basis set.

Last columns: bonded neighbours and bond lengths (Å).
Cartesian coordinates (Å):
1 C -0.47 -2.83 -1.07  C2 1.501, H7 1.104, H8 1.103, H9 1.084
2 C -0.17 -1.36 -1.20  C1 1.501, C3 1.317, H10 1.093
3 C 0.20 -0.69 -0.13  C2 1.317, O4 1.349, H11 1.093
4 O 0.09 0.65 -0.04  C3 1.349, C5 1.411
5 C 0.12 1.10 1.30  O4 1.411, C6 1.507, H12 1.098, H13 1.104
6 C -0.19 2.58 1.25  C5 1.507, H14 1.092, H15 1.095, H16 1.093
7 H -0.49 -3.19 -0.03  C1 1.104
8 H -1.49 -3.00 -1.45  C1 1.103
9 H 0.41 -3.12 -1.63  C1 1.084
10 H -0.31 -0.88 -2.16  C2 1.093
11 H 0.57 -1.22 0.76  C3 1.093
12 H 1.12 0.91 1.71  C5 1.098
13 H -0.61 0.56 1.92  C5 1.104
14 H -0.09 3.02 2.24  C6 1.092
15 H -1.21 2.74 0.89  C6 1.095
16 H 0.50 3.07 0.56  C6 1.093

Its HOMO energy is -0.3004 hartree. Its structure (SMILES) is C/C=C/OCC.

---

Computed, not measured: an isolated ion of composition C3H7N2O and charge +1, with ωB97M-V with the def2-TZVPD basis set.

Last columns: bonded neighbours and bond lengths (Å).
Cartesian coordinates (Å):
1 C -1.11 -1.02 0.94  C2 1.605, H7 1.131, H8 1.060, H9 1.114
2 C -0.09 0.13 0.50  C1 1.605, C3 1.493, H10 1.041, H11 1.153
3 C 0.04 -0.04 -0.98  C2 1.493, O4 1.557, H12 1.085, H13 1.088
4 O 1.07 0.98 -1.56  C3 1.557, N5 1.198
5 N 1.89 1.44 -0.82  O4 1.198, N6 1.103
6 N 2.63 2.04 -0.26  N5 1.103
7 H -1.92 -1.06 0.15  C1 1.131
8 H -0.82 -2.04 0.92  C1 1.060
9 H -1.28 -0.85 2.02  C1 1.114
10 H 0.81 0.19 1.01  C2 1.041
11 H -0.75 0.94 0.98  C2 1.153
12 H 0.30 -1.03 -1.33  C3 1.085
13 H -0.79 0.33 -1.57  C3 1.088

The net charge is +1. Its HOMO energy is -0.5969 hartree. Its structure (SMILES) is CCCO[N+]#N.

---

Computed, not measured: a 11-piece molecular cluster, C10H40NO13 overall, with ωB97M-V with the def2-TZVPD basis set.

Last columns: bonded neighbours and bond lengths (Å).
Cartesian coordinates (Å):
1 N 0.65 -12.82 5.52  O2 1.232, O3 1.270, O4 1.248
2 O 1.18 -13.30 4.52  N1 1.232
3 O 0.65 -13.50 6.60  N1 1.270
4 O 0.06 -11.72 5.48  N1 1.248
5 C -1.36 -16.21 5.18  O6 1.430, H7 1.093, H8 1.091, H9 1.091
6 O -2.00 -17.12 4.28  C5 1.430, H10 0.961
7 H -1.97 -15.32 5.34  C5 1.093
8 H -1.10 -16.67 6.13  C5 1.091
9 H -0.42 -15.83 4.76  C5 1.091
10 H -2.82 -17.36 4.72  O6 0.961
11 C 2.02 -14.30 9.70  O12 1.415, H13 1.093, H14 1.097, H15 1.089
12 O 0.79 -14.67 9.10  C11 1.415, H16 0.970
13 H 2.82 -14.20 8.96  C11 1.093
14 H 1.95 -13.34 10.21  C11 1.097
15 H 2.26 -15.06 10.45  C11 1.089
16 H 0.67 -14.11 8.31  O12 0.970
17 C 3.01 -10.96 7.94  O18 1.417, H19 1.098, H20 1.092, H21 1.090
18 O 4.33 -11.44 8.10  C17 1.417, H22 0.960
19 H 2.87 -10.16 7.19  C17 1.098
20 H 2.33 -11.77 7.67  C17 1.092
21 H 2.73 -10.44 8.85  C17 1.090
22 H 4.57 -11.99 7.34  O18 0.960
23 C 2.68 -16.77 7.08  O24 1.411, H25 1.094, H26 1.096, H27 1.090
24 O 1.76 -16.24 6.15  C23 1.411, H28 0.975
25 H 3.41 -16.02 7.40  C23 1.094
26 H 2.13 -17.15 7.95  C23 1.096
27 H 3.23 -17.62 6.67  C23 1.090
28 H 1.35 -15.43 6.54  O24 0.975
29 C 0.78 -9.57 2.20  O30 1.419, H31 1.093, H32 1.098, H33 1.094
30 O 1.04 -10.87 2.71  C29 1.419, H34 0.971
31 H 1.04 -9.55 1.14  C29 1.093
32 H -0.29 -9.34 2.20  C29 1.098
33 H 1.36 -8.82 2.73  C29 1.094
34 H 0.69 -10.83 3.61  O30 0.971
35 C -0.50 -11.39 9.56  O36 1.429, H37 1.093, H38 1.093, H39 1.090
36 O 0.18 -11.38 10.82  C35 1.429, H40 0.962
37 H -0.12 -12.09 8.82  C35 1.093
38 H -1.56 -11.56 9.76  C35 1.093
39 H -0.32 -10.40 9.14  C35 1.090
40 H 0.11 -12.25 11.22  O36 0.962
41 C -1.30 -8.55 6.29  O42 1.408, H43 1.098, H44 1.100, H45 1.088
42 O -0.07 -9.14 6.63  C41 1.408, H46 0.969
43 H -1.62 -8.92 5.30  C41 1.098
44 H -2.09 -8.85 6.99  C41 1.100
45 H -1.24 -7.46 6.27  C41 1.088
46 H -0.09 -10.08 6.38  O42 0.969
47 C -1.27 -13.54 2.33  O48 1.411, H49 1.089, H50 1.101, H51 1.094
48 O -0.23 -14.30 1.76  C47 1.411, H52 0.961
49 H -0.90 -12.55 2.60  C47 1.089
50 H -2.08 -13.35 1.60  C47 1.101
51 H -1.69 -14.02 3.21  C47 1.094
52 H -0.53 -15.22 1.73  O48 0.961
53 C 2.00 -17.90 3.31  O54 1.415, H55 1.092, H56 1.095, H57 1.095
54 O 2.48 -16.59 3.52  C53 1.415, H58 0.981
55 H 1.72 -17.95 2.25  C53 1.092
56 H 2.74 -18.68 3.54  C53 1.095
57 H 1.08 -18.06 3.89  C53 1.095
58 H 2.39 -16.40 4.48  O54 0.981
59 C -2.78 -12.84 7.04  O60 1.424, H61 1.088, H62 1.092, H63 1.094
60 O -4.17 -13.08 7.22  C59 1.424, H64 0.959
61 H -2.59 -12.70 5.98  C59 1.088
62 H -2.51 -11.93 7.60  C59 1.092
63 H -2.12 -13.65 7.35  C59 1.094
64 H -4.37 -13.12 8.16  O60 0.959

The net charge is -1. Its HOMO energy is -0.2410 hartree.

---

Computed, not measured: one molecule with the formula C21H29FN2O4, with ωB97M-V with the def2-TZVPD basis set.

Last columns: bonded neighbours and bond lengths (Å).
Cartesian coordinates (Å):
1 C -1.50 -5.77 3.13  O2 1.407, H29 1.096, H30 1.088, H31 1.097
2 O -1.43 -5.20 1.85  C1 1.407, C3 1.403
3 C -1.26 -3.81 1.83  O2 1.403, C4 1.535, H32 1.093, H33 1.100
4 C -2.53 -3.02 2.20  C3 1.535, O5 1.408, H34 1.096, H35 1.102
5 O -2.22 -1.66 2.02  C4 1.408, C6 1.415
6 C -3.31 -0.76 2.07  O5 1.415, C7 1.534, C28 1.536, H36 1.103
7 C -2.70 0.65 2.08  C6 1.534, C8 1.542, H37 1.090, H38 1.089
8 C -2.37 1.09 0.64  C7 1.542, N9 1.442, H39 1.088, H40 1.096
9 N -2.20 -0.05 -0.22  C8 1.442, C10 1.353, C27 1.453
10 C -1.04 -0.64 -0.59  N9 1.353, O11 1.218, C12 1.527
11 O -1.03 -1.70 -1.19  C10 1.218
12 C 0.26 0.08 -0.25  C10 1.527, C13 1.545, C26 1.537, H41 1.093
13 C 0.65 -0.20 1.21  C12 1.545, C14 1.533, H42 1.092, H43 1.091
14 C 1.99 -0.95 1.30  C13 1.533, C15 1.513, H44 1.091, H45 1.090
15 C 3.04 -0.19 0.51  C14 1.513, O16 1.216, N17 1.352
16 O 4.09 0.20 0.98  C15 1.216
17 N 2.66 0.02 -0.77  C15 1.352, C18 1.450, C26 1.441
18 C 3.42 0.91 -1.62  N17 1.450, C19 1.506, H46 1.094, H47 1.093
19 C 2.73 2.24 -1.73  C18 1.506, C20 1.392, C25 1.387
20 C 2.60 3.04 -0.60  C19 1.392, C21 1.383, H48 1.080
21 C 1.90 4.23 -0.66  C20 1.383, C22 1.386, H49 1.080
22 C 1.32 4.65 -1.85  C21 1.386, C23 1.382, H50 1.078
23 C 1.46 3.85 -2.96  C22 1.382, F24 1.351, C25 1.383
24 F 0.90 4.24 -4.13  C23 1.351
25 C 2.15 2.65 -2.93  C19 1.387, C23 1.383, H51 1.079
26 C 1.36 -0.42 -1.20  C12 1.537, N17 1.441, H52 1.091, H53 1.095
27 C -3.44 -0.79 -0.43  N9 1.453, C28 1.534, H54 1.092, H55 1.096
28 C -4.25 -0.87 0.87  C6 1.536, C27 1.534, H56 1.091, H57 1.090
29 H -2.42 -5.50 3.66  C1 1.096
30 H -1.47 -6.85 2.99  C1 1.088
31 H -0.64 -5.47 3.75  C1 1.097
32 H -0.99 -3.55 0.80  C3 1.093
33 H -0.44 -3.51 2.50  C3 1.100
34 H -3.34 -3.35 1.55  C4 1.096
35 H -2.82 -3.20 3.25  C4 1.102
36 H -3.88 -0.93 3.00  C6 1.103
37 H -3.40 1.35 2.53  C7 1.090
38 H -1.80 0.62 2.69  C7 1.089
39 H -1.49 1.72 0.63  C8 1.088
40 H -3.21 1.68 0.23  C8 1.096
41 H 0.14 1.16 -0.42  C12 1.093
42 H 0.75 0.74 1.76  C13 1.092
43 H -0.12 -0.80 1.69  C13 1.091
44 H 1.88 -1.96 0.89  C14 1.091
45 H 2.31 -1.03 2.34  C14 1.090
46 H 4.40 1.03 -1.14  C18 1.094
47 H 3.55 0.45 -2.60  C18 1.093
48 H 3.05 2.71 0.32  C20 1.080
49 H 1.81 4.84 0.23  C21 1.080
50 H 0.78 5.58 -1.91  C22 1.078
51 H 2.23 2.05 -3.82  C25 1.079
52 H 1.17 -0.04 -2.21  C26 1.091
53 H 1.31 -1.51 -1.25  C26 1.095
54 H -3.15 -1.78 -0.78  C27 1.092
55 H -4.03 -0.30 -1.22  C27 1.096
56 H -4.97 -0.06 0.93  C28 1.091
57 H -4.81 -1.81 0.89  C28 1.090

Its HOMO energy is -0.3287 hartree. Its structure (SMILES) is COCCOC1CCN(C(=O)[C@H]2CCC(=O)N(Cc3cccc(F)c3)C2)CC1.

---

It is found that the LUMO values, taken in the order of the records, are 1.2, -5.3, 2.6, 0.6 eV.
It is found that the energy above the lowest of the compared OMol25 structures with the same formula, charge and spin values, taken in the order of the records, are 41.4, 136.3, 2.0, 5.4 kcal/mol.